(1)
{"formula": "C52H29AuI4N6S3", "method": "the ωB97M-V functional and the def2-TZVPD basis", "e_lumo_ev": -2.01, "gap_ev": 4.8, "charge": 0, "elements": ["C", "C", "H", "S", "C", "C", "C", "C", "H", "C", "C", "I", "H", "N", "C", "C", "C", "C", "H", "C", "C", "C", "C", "H", "I", "C", "C", "H", "H", "N", "C", "C", "C", "H", "C", "I", "C", "H", "C", "H", "H", "H", "C", "H", "H", "C", "N", "N", "H", "C", "C", "H", "H", "H", "H", "C", "S", "C", "C", "C", "C", "Au", "H", "C", "C", "C", "C", "C", "C", "C", "H", "C", "H", "C", "I", "C", "H", "N", "C", "C", "N", "H", "C", "H", "H", "C", "C", "H", "H", "C", "C", "C", "C", "H", "S"], "coordinates": [[-0.85322, -1.62273, -4.66095], [3.24676, 0.79532, -3.18358], [-0.46819, -1.97499, -5.60163], [-2.18556, 2.35289, -3.59540], [-4.25252, 0.83411, 0.80227], [3.92996, 4.63558, -4.86703], [5.62864, 4.96639, 0.87062], [2.22485, 2.69873, -0.34185], [5.16277, 6.26033, -0.78431], [4.17703, 3.08823, 1.17752], [-5.62341, -1.01182, -2.92825], [4.56660, -2.38241, -8.93406], [-5.39131, -0.71022, -0.22925], [0.65008, 4.95817, -3.21790], [-2.33295, 2.35576, 1.28523], [1.88362, 5.32763, -3.82759], [3.35071, 6.96532, -4.76419], [-2.93856, 1.34895, 0.54593], [-2.91714, -2.33597, -4.57115], [-0.37702, 3.80016, 1.83427], [2.97027, -2.65058, -6.38003], [3.39944, -1.73380, -7.32794], [-1.02538, 2.76413, 1.08477], [2.48156, 3.28801, -4.00690], [-5.69908, 5.38362, 5.74391], [-4.50577, -0.10662, -0.13275], [1.04986, 2.90184, 0.35891], [-4.52533, 3.87800, 0.94551], [-3.24312, 3.50001, 5.70037], [1.32108, 1.12106, -2.00365], [3.54122, 1.62801, -2.16016], [2.17040, 6.65431, -4.10664], [2.33425, 0.03994, -6.12396], [1.67349, 4.54710, 1.71999], [3.79908, 4.61731, -0.63225], [-8.58537, -4.07216, -3.70528], [-0.11829, -0.80994, -3.73700], [2.06956, 1.08612, -6.03059], [4.22998, 5.96182, -5.14735], [4.49587, 2.05591, -1.90685], [4.61066, 3.84915, -5.16633], [-5.72336, -4.86801, -2.83355], [5.28121, 3.82631, 1.57872], [3.38904, 0.31646, -7.96977], [3.89920, 2.19827, 1.72892], [-4.98727, 4.45634, 2.95431], [-0.91377, -0.52332, -2.66178], [-0.01881, 3.91236, -3.83599], [1.47868, 7.42691, -3.80396], [-4.24723, 3.79131, 1.98854], [3.07323, -0.39056, -7.21539], [-4.89156, 1.15209, 1.60710], [-3.65589, -3.66827, -2.21909], [-5.58197, 0.06946, -2.97487], [5.13818, 6.21129, -5.67990], [-4.53436, -3.10998, -2.51820], [0.76551, 6.69118, -1.13044], [2.75287, 4.31569, -4.20946], [-2.08556, -1.80553, -4.14212], [-1.13458, 3.64199, -3.22853], [-3.35466, -0.18361, -0.98366], [-0.55009, 0.90961, -1.28088], [3.21264, 4.93762, -1.48361], [3.42956, 3.47663, 0.07202], [-6.81792, -3.06443, -3.23214], [-3.26775, -0.98575, -2.10941], [0.89798, 3.87345, 1.40120], [-6.78598, -1.67841, -3.28260], [2.33201, 1.84572, -1.42732], [0.11817, 5.51191, -2.11118], [-5.83867, 5.05648, 2.66604], [-5.69459, -3.78784, -2.86221], [1.88901, -2.91911, -4.55182], [2.22215, -2.20962, -5.29889], [7.26457, 6.10823, 1.49157], [1.17991, -0.37501, -3.95069], [-1.93638, 2.32550, 3.97188], [-2.40423, 0.68742, -0.52363], [4.89628, 5.36738, -0.23675], [-3.52146, 3.58756, 4.65965], [-0.14213, 2.25134, 0.17125], [-0.85890, 4.41130, 2.57671], [1.85324, 0.47656, -3.08870], [5.86079, 3.51539, 2.43652], [3.91925, 0.40688, -3.92881], [1.91078, -0.86126, -5.15151], [-3.13541, 3.03163, 2.34075], [3.22478, -3.69667, -6.47406], [3.57852, 7.99802, -4.99151], [-4.61458, 4.35473, 4.28588], [-2.13077, -1.10097, -2.89411], [-2.78518, 2.93295, 3.68394], [-4.49240, -1.71997, -2.53142], [-7.65789, -1.12201, -3.59537], [-1.40761, 4.72691, -1.85411]], "atomic_forces_ev_per_a": [[0.019, -0.001, 0.037], [0.044, 0.000, 0.059], [-0.006, -0.011, -0.026], [-0.175, 0.141, 0.059], [0.009, 0.006, -0.055], [-0.020, 0.036, 0.031], [0.040, 0.066, -0.019], [0.001, 0.051, -0.006], [0.002, 0.012, -0.004], [0.017, -0.040, 0.011], [0.038, 0.004, -0.048], [-0.043, 0.009, 0.018], [0.000, -0.019, -0.056], [-0.011, 0.065, -0.006], [-0.032, -0.089, -0.045], [-0.025, -0.046, -0.120], [0.030, -0.017, -0.012], [0.020, -0.012, 0.054], [-0.010, -0.018, -0.030], [-0.001, 0.014, -0.024], [-0.011, 0.031, 0.013], [0.040, -0.028, -0.069], [-0.039, 0.065, -0.053], [0.009, 0.064, -0.032], [0.006, -0.036, -0.024], [-0.012, 0.053, 0.072], [-0.028, 0.087, -0.044], [0.009, 0.010, -0.017], [0.005, 0.006, 0.010], [0.037, 0.018, 0.023], [0.013, -0.098, -0.006], [0.022, 0.035, 0.075], [-0.062, 0.030, -0.027], [0.018, 0.040, -0.008], [-0.041, -0.025, -0.080], [0.044, 0.015, -0.013], [-0.027, 0.027, -0.095], [0.003, 0.030, 0.012], [0.001, -0.008, -0.008], [0.004, 0.060, 0.005], [0.004, -0.027, -0.011], [0.001, -0.007, 0.006], [-0.012, -0.016, 0.008], [0.015, 0.005, 0.007], [-0.018, -0.005, 0.014], [0.026, -0.016, -0.011], [0.007, 0.064, 0.006], [0.094, -0.060, 0.061], [0.009, -0.004, -0.020], [0.021, 0.037, -0.011], [-0.005, -0.014, 0.020], [0.006, 0.018, 0.038], [0.006, -0.005, 0.017], [-0.017, 0.016, 0.024], [0.029, 0.010, 0.031], [-0.002, -0.021, 0.053], [0.000, 0.041, 0.118], [-0.026, -0.040, -0.035], [-0.005, 0.026, 0.044], [0.148, -0.068, 0.069], [0.009, 0.016, 0.017], [0.006, -0.054, 0.051], [0.001, 0.031, 0.014], [0.021, 0.047, 0.013], [-0.077, -0.028, -0.027], [0.030, -0.042, -0.062], [-0.005, -0.007, -0.047], [0.021, -0.023, 0.005], [-0.008, 0.017, -0.040], [-0.011, -0.043, -0.141], [-0.008, 0.007, 0.003], [0.009, 0.028, -0.010], [0.023, -0.009, 0.026], [0.010, 0.003, 0.010], [-0.013, -0.033, -0.015], [-0.038, -0.067, 0.043], [0.033, 0.016, -0.001], [-0.014, -0.095, -0.015], [-0.002, -0.040, 0.047], [0.002, 0.006, -0.034], [0.051, -0.110, 0.090], [-0.001, -0.002, 0.028], [-0.049, -0.011, 0.018], [-0.001, 0.004, 0.013], [-0.021, -0.018, -0.032], [0.082, 0.004, 0.005], [-0.013, 0.040, 0.008], [0.001, -0.015, -0.008], [-0.007, 0.020, 0.005], [-0.035, 0.044, 0.062], [-0.015, 0.029, -0.073], [-0.037, -0.076, 0.009], [-0.023, -0.021, 0.064], [-0.016, 0.016, 0.005], [-0.069, -0.096, -0.011]]}

=====

(2)
{"formula": "C3H5NaO4", "method": "the ωB97M-V functional and the def2-TZVPD basis", "e_lumo_ev": -0.53, "gap_ev": 6.6, "charge": 0, "elements": ["O", "O", "C", "C", "Na", "O", "C", "O", "H", "H", "H", "H", "H"], "coordinates": [[-0.31299, -1.11934, -0.21453], [0.55776, -1.40768, 1.78987], [0.72976, -1.20458, 0.59758], [1.38748, 0.05063, -1.16733], [-1.69953, -0.78407, 2.73507], [-1.99085, 1.00804, 1.24311], [-0.12956, 0.05435, -1.09722], [1.78593, -0.63914, 0.06376], [-0.57551, 0.67122, -1.88256], [-2.22576, 1.93537, 1.28512], [1.79573, -0.55053, -1.99013], [1.83374, 1.04992, -1.17170], [-1.15622, 0.93581, -0.19103]], "atomic_forces_ev_per_a": [[-1.870, -1.026, -2.047], [0.553, -1.296, -0.320], [-1.704, 2.773, 0.791], [-0.453, 0.123, 0.420], [0.436, 0.730, -1.060], [0.610, -0.794, -0.660], [0.439, 2.941, 3.224], [1.114, 0.122, -0.076], [-1.020, -2.432, -0.893], [-0.078, 0.105, 0.105], [-0.125, 0.094, 0.042], [0.009, -0.243, 0.037], [2.089, -1.095, 0.436]]}

=====

(3)
{"formula": "CH2NO3PS", "method": "the ωB97M-V functional and the def2-TZVPD basis", "e_lumo_ev": [-2.52, -2.05], "gap_ev": [6.8, 7.3], "charge": 0, "elements": ["O", "H", "P", "S", "H", "C", "N", "O", "O"], "coordinates": [[-0.24933, -0.79022, 1.28064], [1.77295, 1.70488, -0.00096], [1.03266, -0.12025, 0.92240], [-2.21532, -1.29199, 0.30184], [1.80523, -1.54467, -0.70710], [-2.34558, 0.13760, -0.51679], [-2.31221, 1.08420, -1.22720], [1.55878, -0.62458, -0.54530], [0.95283, 1.44503, 0.49246]], "atomic_forces_ev_per_a": [[-0.287, 0.074, 0.776], [-1.032, -0.271, 0.477], [0.617, 0.302, -2.010], [-0.236, 0.137, 0.041], [-0.189, 0.055, 0.411], [0.389, 1.731, -1.962], [-0.300, -1.802, 1.707], [0.306, 0.138, 0.342], [0.733, -0.365, 0.219]]}

=====

(4)
{"formula": "C22H26MoN3S2", "method": "the ωB97M-V functional and the def2-TZVPD basis", "e_lumo_ev": 2.29, "gap_ev": 6.4, "charge": -1, "elements": ["C", "N", "C", "H", "H", "C", "H", "H", "C", "C", "H", "H", "C", "C", "C", "C", "H", "H", "H", "C", "C", "C", "H", "H", "Mo", "C", "C", "H", "H", "H", "H", "H", "H", "H", "H", "C", "H", "C", "C", "H", "H", "C", "H", "C", "S", "C", "S", "H", "N", "C", "N", "H", "C", "H"], "coordinates": [[3.04449, 2.91190, -0.27352], [-0.05282, -1.54682, 0.83312], [-0.22734, 2.80500, -2.08352], [2.28258, -2.02845, 1.92249], [0.68657, 0.19110, -4.17039], [-0.08215, 0.82697, -3.73018], [3.18285, -0.05271, -1.49237], [2.94941, 3.78160, 0.37734], [-1.66964, 3.12484, -2.35704], [-0.03855, -1.28992, 3.26188], [0.22946, -2.33636, 3.40952], [-2.00170, 4.00872, -1.81441], [1.78762, 2.64529, -1.04926], [0.56100, 3.35808, -1.06544], [-1.66072, -4.86353, 1.42266], [-2.96277, -4.56767, 1.07531], [-0.58564, 1.35336, -4.54502], [2.73820, -0.52895, 1.16999], [-2.53366, -1.30890, 0.28070], [0.05240, 4.30319, -0.00795], [0.53184, -0.78149, 1.94328], [-2.30408, -2.31481, 0.61037], [-0.67997, 5.00782, -0.39980], [3.92447, 3.04539, -0.90456], [1.89616, 0.49226, -0.30007], [2.06684, -0.96011, 1.96916], [1.76869, 1.69701, -2.14377], [0.40980, 1.22566, 0.85291], [3.86354, 1.20501, -2.50504], [0.36596, -0.70078, 4.08774], [3.27231, 2.07964, 0.45749], [-1.41120, -5.86774, 1.73592], [0.74701, 1.26948, 2.59929], [-1.84744, 3.30347, -3.42084], [2.72070, 0.07056, -3.20573], [0.48081, 1.76566, -2.72058], [2.46784, -0.52855, 2.88974], [-0.61401, -3.90824, 1.37967], [0.21666, 0.71633, 1.82337], [-0.82082, 0.16208, -3.26643], [-2.31988, 2.29626, -2.05882], [2.87855, 0.74868, -2.36913], [0.86328, 4.89260, 0.42768], [-0.99516, -2.59487, 0.96581], [0.66862, -1.26348, -0.71058], [-3.31353, -3.27259, 0.65280], [0.96848, -4.36626, 1.81646], [-0.85631, 0.89230, 1.93566], [-4.74632, -6.44021, 1.21781], [-4.65217, -2.93571, 0.28456], [-5.72761, -2.65836, -0.02133], [-0.43551, 3.73699, 0.79336], [-3.96117, -5.60302, 1.14959], [-1.12599, -1.19774, 3.27009]], "atomic_forces_ev_per_a": [[-0.146, -0.224, 0.302], [0.081, 0.389, -0.083], [-0.074, -0.004, -0.059], [0.033, 0.015, 0.026], [0.014, 0.008, 0.003], [-0.075, -0.062, -0.025], [-0.111, 0.160, -0.029], [-0.075, 0.002, -0.029], [0.088, -0.135, -0.017], [-0.026, -0.019, 0.087], [0.009, 0.009, -0.001], [0.012, 0.027, 0.005], [0.170, 0.601, -0.290], [-0.153, -0.269, 0.124], [-0.121, -0.002, -0.041], [0.031, -0.069, 0.032], [-0.004, 0.024, 0.023], [-0.021, -0.029, -0.059], [-0.027, -0.004, 0.003], [0.358, -0.150, -0.184], [0.108, -0.358, -0.324], [-0.030, 0.029, -0.018], [-0.009, -0.011, -0.066], [0.025, -0.083, -0.002], [-0.048, 0.134, 0.440], [-0.081, 0.032, 0.234], [-0.295, 0.203, -0.122], [0.032, -0.006, -0.190], [-0.061, 0.166, 0.028], [-0.004, 0.023, -0.012], [0.264, 0.080, -0.172], [0.005, -0.002, -0.001], [-0.037, 0.057, 0.002], [-0.005, -0.009, 0.007], [-0.138, 0.022, -0.004], [0.173, 0.102, 0.156], [-0.022, -0.025, 0.002], [-0.098, 0.063, -0.018], [-0.153, 0.031, 0.071], [0.025, -0.009, 0.000], [-0.032, 0.007, -0.011], [0.421, -0.135, -0.239], [-0.034, -0.052, 0.078], [0.034, -0.164, 0.074], [-0.267, -0.479, 0.201], [0.011, 0.081, -0.003], [0.142, -0.040, 0.003], [0.005, -0.073, 0.029], [-0.004, -0.002, -0.002], [0.014, -0.035, -0.037], [0.003, 0.033, 0.019], [0.030, 0.119, 0.077], [0.050, 0.014, 0.011], [0.011, 0.021, 0.000]]}

=====

(5)
{"formula": "C4H7IN2O", "method": "the ωB97M-V functional and the def2-TZVPD basis", "e_lumo_ev": 0.38, "gap_ev": 9.8, "charge": 0, "smiles": "NN1C(=O)CC[C@@H]1I", "elements": ["C", "H", "H", "H", "C", "N", "H", "C", "I", "H", "H", "O", "C", "N", "H"], "coordinates": [[-0.78539, -0.39689, 0.78446], [-0.43745, 2.66701, 0.08253], [-1.06419, -0.60525, 1.88427], [0.84124, -1.59724, 0.87557], [0.68875, -0.93945, -1.04149], [0.11228, 0.76860, 0.43097], [1.55566, -1.34949, -1.30103], [0.80240, 0.51546, -0.74433], [-2.78632, 0.01474, -0.10056], [-0.39137, -2.43996, 0.14181], [0.34278, 2.60493, 1.31726], [1.38130, 1.37281, -1.32746], [0.04672, -1.52053, 0.21546], [-0.26111, 2.02398, 0.78763], [-0.04529, -1.11872, -2.00509]], "atomic_forces_ev_per_a": [[0.129, 1.064, 0.806], [-0.917, 0.422, -2.637], [0.783, 1.039, -1.728], [1.561, -0.405, 1.749], [-5.698, 0.401, -1.650], [-1.150, -1.763, 1.074], [3.706, -1.657, -0.971], [-0.590, -0.403, 0.939], [0.562, -0.434, 0.091], [-1.425, -2.229, -0.431], [1.413, -0.706, 1.290], [0.863, 1.097, -1.144], [0.085, 2.440, -1.239], [-0.994, 0.385, 1.568], [1.672, 0.749, 2.282]]}

=====

(6)
{"formula": "C4H11NO2", "method": "the ωB97M-V functional and the def2-TZVPD basis", "e_lumo_ev": 0.93, "gap_ev": 9.9, "charge": 0, "smiles": "CCNCC=O.O", "elements": ["C", "H", "H", "H", "C", "H", "H", "H", "H", "O", "O", "H", "H", "N", "C", "H", "C", "H"], "coordinates": [[0.34685, 3.51255, -0.86189], [-0.08439, 4.47332, -0.59622], [-1.31763, 0.51831, 1.24878], [2.39923, -4.94111, 1.75828], [-0.77500, 2.49103, -0.86026], [1.72127, -3.63996, 1.26772], [0.80620, 3.64864, -1.83752], [-2.31993, 0.58951, -0.19419], [1.12324, 3.23898, -0.14481], [-0.10651, -1.72580, 0.39403], [2.58000, -4.04259, 1.46544], [0.57644, 1.05721, -0.24931], [-1.74947, -1.60686, -0.78136], [-0.36956, 1.13020, -0.58435], [-1.32976, 0.33687, 0.16648], [-1.56471, 2.90219, -0.22244], [-1.03098, -1.12703, -0.08571], [-1.25531, 2.54785, -1.85721]], "atomic_forces_ev_per_a": [[0.172, -0.024, -0.021], [0.192, 0.175, 0.159], [0.067, 0.061, 0.098], [-0.111, 0.102, -0.045], [-0.622, 0.690, -1.088], [0.214, -0.153, 0.050], [0.142, -0.232, -0.070], [-0.213, -0.114, -0.138], [-0.012, 0.202, 0.075], [-0.012, 0.064, 0.057], [-0.148, 0.123, -0.041], [0.005, -0.033, 0.279], [0.235, -0.252, -0.024], [-0.309, -0.033, -0.144], [0.631, 0.120, 0.238], [0.075, -0.569, 0.624], [-0.461, 0.115, -0.214], [0.154, -0.243, 0.206]]}